1.
Formula: C4H10N3
Source: the OMol25 dataset
Level of theory: wB97M-V/def2-TZVPD

Output
energy relative to the best compared isomer or geometry (same formula, charge and spin) = 101.73 kcal/mol
E_HOMO (spin up / spin down) = -14.3 / -14.3 eV
total charge = +1

Each line ends with the Löwdin charge.
Positions of all 17 atoms, in Å:
N (0.8518, 1.2072, 1.3842)  0.139
N (-0.2377, 0.3489, -0.9255)  0.103
N (-0.9981, -1.1620, 0.7872)  0.010
C (1.0108, 1.2017, -1.0656)  -0.106
C (-1.3908, -2.4321, 0.2400)  -0.059
C (1.0175, 2.0089, 0.2759)  -0.326
C (-0.4270, -0.1168, 0.2527)  -0.103
H (0.1429, 2.7323, 0.1596)  0.146
H (1.9494, 2.5309, 0.2891)  0.128
H (-2.5250, -2.5247, 0.1654)  0.122
H (-1.1033, -3.1001, 1.0574)  0.091
H (1.5356, 0.4406, 1.2152)  0.085
H (1.9350, 0.7833, -1.2092)  0.083
H (-0.7229, 0.0658, -1.8196)  0.206
H (-0.7737, -2.8433, -0.6532)  0.135
H (-1.3354, -1.0980, 1.7742)  0.189
H (1.0708, 1.9575, -1.9277)  0.156

Forces on atoms 1 to 3 (eV/Å):
-1.8967 -4.4279 -0.9806
1.4464 0.0257 -2.6870
-0.3460 1.6358 0.8287

***

2.
Formula: C21H31NO4
Source: the OMol25 dataset
Level of theory: wB97M-V/def2-TZVPD

Output
energy relative to the best compared isomer or geometry (same formula, charge and spin) = 138.58 kcal/mol
E_HOMO = -6.5 eV
total charge = 0

Each line ends with the Löwdin charge.
Positions of all 57 atoms, in Å:
O (0.4740, 0.7493, 1.0775)  -0.003
O (2.1748, 1.7675, 6.2159)  -0.081
O (4.2861, -0.0098, -0.8925)  -0.060
O (1.2413, 2.7913, 0.6298)  -0.072
N (2.0642, -1.6042, 0.7097)  -0.112
C (2.1321, 1.1335, -0.7661)  -0.061
C (2.4560, 1.0483, 5.1003)  -0.260
C (2.7113, -0.0612, 2.5200)  -0.175
C (2.1713, -0.8193, 3.5902)  -0.001
C (0.4430, 2.4212, -2.3167)  -0.197
C (3.3191, 1.1775, 2.8415)  -0.009
C (1.7789, -0.5455, -3.4658)  -0.209
C (1.9759, -0.2513, 4.8409)  -0.002
C (3.1772, 0.3198, -1.3813)  -0.378
C (0.0889, 4.6892, 1.6559)  -0.068
C (2.7646, -2.6958, 0.0515)  -0.010
C (0.7695, 0.4827, -3.9915)  -0.198
C (3.2270, 1.7037, 4.1085)  0.003
C (2.7639, -0.5445, 1.1552)  -0.011
C (1.2567, 1.4376, 0.4191)  -0.459
C (1.8544, 2.3136, -1.7377)  -0.168
C (0.5280, 3.2466, 1.8088)  -0.207
C (3.0758, 0.0270, -2.9321)  -0.138
C (0.7212, -1.9857, 1.1227)  -0.035
C (-0.1097, 1.1270, -2.9032)  -0.205
C (1.2122, 1.2542, 7.1506)  -0.063
H (3.4333, -3.2000, 0.7646)  0.108
H (-1.0808, 1.3806, -3.3466)  0.103
H (1.8418, -1.8445, 3.4242)  0.102
H (3.8235, 1.7230, 2.0389)  0.141
H (0.0954, -1.1113, 1.2766)  0.080
H (-0.3106, 0.4093, -2.1010)  0.107
H (3.8661, -0.7012, -3.1462)  0.108
H (1.4685, -0.8132, 5.6313)  0.111
H (3.3634, -2.3439, -0.7916)  0.094
H (3.3521, 0.9286, -3.4967)  0.107
H (1.5963, 0.3787, 7.6925)  0.095
H (3.7048, 2.6408, 4.3942)  0.127
H (2.0106, -3.4187, -0.2815)  0.090
H (1.0596, 2.0754, 7.8511)  0.092
H (-0.3476, 2.5967, 1.9590)  0.121
H (0.4579, 3.1880, -3.0950)  0.110
H (1.3164, -1.1893, -2.7084)  0.107
H (1.2874, 1.2777, -4.5525)  0.116
H (1.2163, 3.1351, 2.6615)  0.110
H (0.2640, 0.9981, 6.6586)  0.098
H (0.7339, -2.5952, 2.0377)  0.086
H (2.5685, 2.2721, -2.5761)  0.097
H (0.0956, -0.0211, -4.7038)  0.103
H (-0.2366, 2.7993, -1.5495)  0.105
H (-0.2423, 5.0530, 2.6245)  0.072
H (-0.7647, 4.7528, 0.9809)  0.075
H (0.3079, -2.6079, 0.3104)  0.098
H (0.8894, 5.3363, 1.2985)  0.077
H (3.7620, -0.4665, 0.7304)  0.116
H (2.0911, 3.2417, -1.1890)  0.118
H (2.0266, -1.2045, -4.3079)  0.105

Forces on atoms 1 to 3 (eV/Å):
0.6284 0.2544 -0.3630
0.0041 -0.4481 0.0383
-0.8527 -0.2331 -0.5063

***

3.
Formula: C27H64NO2Si
Source: the OMol25 dataset
Level of theory: wB97M-V/def2-TZVPD

Output
E_HOMO = -12.2 eV
total charge = +1

Each line ends with the Löwdin charge.
Positions of all 95 atoms, in Å:
Si (4.4615, 0.5479, -3.5819)  0.443
O (2.8443, 0.3795, -4.0362)  -0.216
O (-2.1752, 1.6681, -3.8671)  -0.084
N (-0.9625, -0.5634, -2.3953)  0.133
C (4.9596, 2.2497, -4.1693)  -0.151
C (-2.4076, -3.8650, 8.0373)  -0.237
C (-3.1166, -2.3641, 2.8497)  -0.219
C (-2.3367, -3.0650, 3.9606)  -0.264
C (-0.2460, 0.1959, -3.4857)  -0.255
C (-2.3710, -2.2484, 1.5207)  -0.234
C (0.5404, 7.5313, -7.4107)  -0.107
C (-1.0263, -1.5257, 1.5910)  -0.272
C (0.6233, 6.3040, -5.1735)  -0.230
C (5.5864, -0.7377, -4.3529)  -0.145
C (-2.2664, 1.5475, -2.4732)  -0.191
C (-0.0942, 6.4742, -6.5117)  -0.271
C (2.0771, 5.8392, -5.2763)  -0.223
C (-1.0686, -3.1325, 8.0968)  -0.269
C (4.7168, 0.4906, -1.7245)  -0.160
C (-2.3451, -4.6919, 10.4761)  -0.268
C (2.1142, -0.6785, -3.4720)  -0.267
C (-1.1929, -1.6800, 8.5480)  -0.109
C (-1.9840, -6.1367, 10.1426)  -0.110
C (-1.2386, 0.7698, -4.4600)  -0.130
C (-1.9869, -4.5150, 3.6375)  -0.099
C (2.2792, 4.5205, -6.0197)  -0.258
C (-1.1428, -0.0705, 2.0339)  -0.103
C (-2.2692, 0.1248, -2.0193)  -0.059
C (-3.1391, -3.9928, 9.3741)  -0.227
C (0.7648, -0.7163, -4.1870)  -0.094
C (1.5850, 3.3380, -5.3519)  -0.122
H (5.1159, -1.3312, -5.1311)  0.033
H (-1.7983, 0.4924, 1.3619)  0.060
H (1.9472, -0.5118, -2.4010)  0.113
H (-1.5883, -1.6045, 9.5614)  0.067
H (1.5635, 7.2695, -7.6841)  0.066
H (-4.0721, -4.5396, 9.2068)  0.110
H (-1.3409, -6.2008, 9.2634)  0.064
H (0.3272, 0.9944, -3.0352)  0.160
H (-3.1818, 2.0275, -2.1586)  0.146
H (4.3396, 3.0203, -3.7264)  0.026
H (-2.8886, -5.0981, 3.4418)  0.080
H (-1.8011, -0.0399, -4.9339)  0.147
H (-3.4078, -1.3677, 3.1938)  0.105
H (2.4830, 5.7424, -4.2637)  0.109
H (-1.4224, -2.5108, 4.1930)  0.099
H (-0.3620, -0.5730, -1.5691)  0.164
H (-0.2190, -1.1883, 8.5400)  0.069
H (-0.3738, -3.6620, 8.7534)  0.100
H (-0.1363, 5.5189, -7.0431)  0.096
H (-3.0203, -1.7253, 0.8064)  0.097
H (5.9796, -1.4310, -3.6194)  0.030
H (-1.3356, -4.5926, 2.7647)  0.064
H (-0.6193, -3.1533, 7.0990)  0.094
H (-1.4345, -4.1298, 10.7006)  0.098
H (-0.7169, 1.3098, -5.2388)  0.130
H (-0.3408, -2.0559, 2.2542)  0.105
H (6.4447, -0.2332, -4.7777)  0.034
H (-3.0649, -3.3444, 7.3323)  0.096
H (-1.4508, -6.6019, 10.9723)  0.070
H (-1.8555, -1.1213, 7.8829)  0.072
H (-0.1641, 0.4121, 2.0314)  0.074
H (1.9343, 4.6102, -7.0527)  0.104
H (-2.3282, 0.1237, -0.9398)  0.113
H (2.6746, 6.6132, -5.7638)  0.105
H (-4.0512, -2.9036, 2.6744)  0.115
H (-1.5453, 0.0150, 3.0419)  0.075
H (-2.9421, -4.6796, 11.3911)  0.105
H (-1.4657, -4.9791, 4.4749)  0.069
H (0.5007, 3.4768, -5.3226)  0.060
H (-2.8820, -6.7270, 9.9500)  0.075
H (-2.2462, -4.8617, 7.6157)  0.099
H (5.9998, 2.4372, -3.9399)  0.040
H (5.7240, 0.8611, -1.5655)  0.039
H (0.0570, 5.6004, -4.5545)  0.096
H (0.9156, -0.2819, -5.1635)  0.128
H (1.7891, 2.4135, -5.8970)  0.070
H (4.8010, 2.3236, -5.2400)  0.033
H (4.6995, -0.5109, -1.3097)  0.030
H (-1.1310, 6.7565, -6.3127)  0.105
H (-0.0267, 7.6415, -8.3353)  0.071
H (-0.5639, -1.5569, 0.5922)  0.078
H (-3.4339, -3.0000, 9.7252)  0.102
H (-3.0680, -0.4500, -2.4642)  0.147
H (-2.9417, -3.0463, 4.8693)  0.096
H (0.6032, 7.2564, -4.6360)  0.111
H (4.0412, 1.1368, -1.1729)  0.032
H (3.3512, 4.3145, -6.0739)  0.097
H (2.6234, -1.6387, -3.5498)  0.127
H (0.3857, -1.7298, -4.2947)  0.129
H (-1.1041, -1.5254, -2.7005)  0.182
H (-1.4485, 2.0829, -1.9874)  0.138
H (0.5604, 8.5026, -6.9134)  0.077
H (-2.2128, -3.2478, 1.1053)  0.102
H (1.9418, 3.2047, -4.3275)  0.064

Forces on atoms 1 to 3 (eV/Å):
0.7367 0.6484 0.0644
0.3314 -0.2294 0.5206
0.1179 -0.0501 -0.2132

***

4.
Formula: C22H25NO6
Source: the OMol25 dataset
Level of theory: wB97M-V/def2-TZVPD

Output
SMILES string = Cc1oc2cc3oc(=O)c(CCC(=O)N[C@H](C(=O)O)C(C)C)c(C)c3cc2c1C
energy relative to the best compared isomer or geometry (same formula, charge and spin) = 3.29 kcal/mol
E_HOMO = -8.0 eV
total charge = 0

Each line ends with the Löwdin charge.
Positions of all 54 atoms, in Å:
O (1.4370, -0.3602, 2.1183)  0.101
O (-0.5887, 0.3253, 1.6219)  0.147
O (-4.9641, 1.9050, 0.5713)  0.103
O (4.7310, 0.5426, -2.4204)  0.122
O (1.5967, -0.0173, -1.1508)  0.090
O (4.8142, 2.6403, -1.6748)  0.119
N (3.6343, -0.4623, -0.3031)  0.121
C (-2.6994, 1.1944, 1.1716)  0.110
C (2.4259, -0.8224, -0.7759)  -0.491
C (-1.7723, 0.1760, 0.9837)  -0.165
C (5.0256, 1.1642, 0.9558)  -0.356
C (-6.3279, -0.7371, -1.6443)  -0.025
C (4.5173, 0.5760, 2.2691)  -0.062
C (-4.2191, -0.0602, -0.2712)  -0.107
C (6.4054, 0.6054, 0.6076)  -0.055
C (-3.9162, 1.0588, 0.5379)  -0.192
C (-1.2648, -3.1309, -0.8353)  -0.019
C (-2.0421, -0.9572, 0.1831)  -0.091
C (-0.9940, -1.9450, 0.0384)  -0.138
C (1.3924, -2.6463, 0.5493)  -0.119
C (-3.2818, -1.0622, -0.4485)  0.056
C (0.4130, -0.5762, 1.5073)  -0.404
C (2.1536, -2.3176, -0.7487)  -0.072
C (-5.5565, 0.1646, -0.7454)  -0.178
C (-7.2151, 2.1157, -0.3338)  0.001
C (0.1865, -1.7580, 0.6780)  -0.097
C (-5.9458, 1.3510, -0.2086)  -0.246
C (4.0102, 0.9219, -0.1794)  -0.201
C (4.5522, 1.4834, -1.4871)  -0.496
H (6.3654, -0.4652, 0.4144)  0.078
H (3.4695, 0.8133, 2.4251)  0.063
H (3.0793, -2.8918, -0.7977)  0.116
H (6.8138, 1.0991, -0.2713)  0.079
H (-2.1729, -3.6364, -0.5101)  0.092
H (4.6122, -0.5072, 2.2723)  0.078
H (2.0428, -2.4454, 1.4031)  0.118
H (-3.5159, -1.9077, -1.0732)  0.113
H (5.0412, 0.9477, -3.2456)  0.137
H (-2.4547, 2.0436, 1.7863)  0.136
H (5.0961, 0.9683, 3.1015)  0.081
H (1.1174, -3.7018, 0.5622)  0.114
H (7.0880, 0.7713, 1.4376)  0.083
H (-7.2340, 2.9003, 0.4176)  0.086
H (4.3094, -1.1599, -0.0411)  0.142
H (-6.4107, -1.7294, -1.2024)  0.085
H (-1.4063, -2.8017, -1.8637)  0.101
H (5.1124, 2.2501, 1.0567)  0.144
H (-5.8194, -0.8374, -2.6025)  0.086
H (3.0904, 1.4821, 0.0371)  0.171
H (-7.2925, 2.5750, -1.3192)  0.090
H (-8.0728, 1.4613, -0.1923)  0.085
H (1.5322, -2.5621, -1.6107)  0.120
H (-0.4481, -3.8434, -0.8127)  0.071
H (-7.3254, -0.3444, -1.8184)  0.073

Forces on atoms 1 to 3 (eV/Å):
-0.3446 0.0170 -0.1686
0.1155 0.2301 0.1773
0.0687 0.4317 0.2640

***

no.,E_tot (Eh),largest force on an atom (Eh/bohr)
1,-322.2985,0.0956
2,-1174.3346,0.0806
3,-1561.6907,0.0224
4,-1359.6104,0.0228